Here is C47H45AsBF4IN5O5S4Ta as an isolated structure from OMol25. Energies are from ωB97M-V/def2-TZVPD.

```
114
C47H45AsBF4IN5O5S4Ta | OMol25 | ωB97M-V/def2-TZVPD
Ta -0.635 1.033 1.203
N -2.746 0.587 1.516
N -3.412 -0.237 0.639
C -2.743 -0.874 -0.346
N -3.544 -1.421 -1.256
N -1.428 -0.835 -0.311
N -0.768 -1.706 -1.288
O -1.493 -2.735 -1.822
O 0.987 -2.080 -3.034
H -2.907 0.239 2.458
H -3.149 1.540 1.508
H -4.373 0.013 0.499
H -4.497 -1.591 -0.981
H -3.056 -2.093 -1.854
F 0.969 1.828 2.015
B 1.258 4.131 2.345
F 2.173 4.359 1.440
F 1.568 4.004 3.596
F 0.025 4.318 2.015
O -0.378 -0.631 2.172
As -0.330 -2.312 2.057
C -2.055 -3.063 1.984
C -2.915 -2.742 3.050
C -4.175 -3.306 3.120
C -4.554 -4.224 2.160
C -3.709 -4.548 1.106
C -2.435 -3.990 1.014
C 0.731 -2.701 0.507
C 1.955 -3.313 0.764
C 2.894 -3.481 -0.242
C 2.608 -3.072 -1.537
C 1.376 -2.521 -1.816
C 0.471 -2.294 -0.787
C 0.467 -2.970 3.623
C 0.218 -4.274 4.063
C 0.838 -4.700 5.231
C 1.696 -3.857 5.959
C 1.915 -2.549 5.494
C 1.294 -2.109 4.337
H -2.561 -2.060 3.826
H -4.845 -3.060 3.936
H -5.528 -4.698 2.217
H -4.014 -5.279 0.347
H -1.801 -4.262 0.198
H 2.180 -3.687 1.755
H 3.829 -3.952 -0.013
H 3.354 -3.195 -2.328
H 1.710 -2.089 -3.696
H -0.488 -1.074 -2.052
H -0.454 -4.955 3.554
H 0.665 -5.724 5.567
H 2.171 -4.204 6.877
H 2.583 -1.889 6.059
H 1.464 -1.099 4.029
I -3.124 3.337 3.108
C -1.290 1.986 3.202
H -1.591 1.203 3.901
H -0.531 2.571 3.682
O 0.925 0.588 -0.322
S 1.935 1.561 -0.963
C 3.422 1.656 0.110
C 4.098 0.379 0.525
C 5.228 -0.068 -0.122
C 5.947 -1.165 0.350
C 5.524 -1.850 1.483
C 4.372 -1.388 2.128
C 3.668 -0.293 1.666
C 2.724 0.503 -2.218
C 2.307 0.447 -3.670
C 3.019 -0.407 -4.524
C 2.646 -0.541 -5.848
C 1.542 0.131 -6.343
C 0.840 0.978 -5.523
C 1.223 1.129 -4.198
H 3.077 2.221 0.957
H 4.108 2.306 -0.432
H 5.596 0.412 -1.031
H 6.841 -1.456 -0.173
H 6.079 -2.707 1.876
H 4.057 -1.867 3.043
H 2.782 0.074 2.199
H 2.715 -0.489 -1.748
H 3.764 0.849 -2.213
H 3.876 -0.954 -4.138
H 3.188 -1.197 -6.503
H 1.269 -0.002 -7.388
H -0.005 1.523 -5.890
H 0.642 1.808 -3.590
O -1.310 2.365 0.037
C -1.832 3.388 -0.946
C -0.947 4.591 -0.881
C 0.271 4.631 -1.509
C 1.008 5.812 -1.265
C 0.362 6.643 -0.406
S -1.149 6.010 0.064
C -1.769 2.766 -2.321
C -1.943 1.468 -2.683
C -2.212 1.246 -4.056
C -2.265 2.410 -4.751
S -1.887 3.742 -3.738
C -3.328 3.599 -0.693
C -4.301 2.636 -0.758
C -5.599 3.074 -0.386
C -5.635 4.412 -0.115
S -4.085 5.099 -0.297
H 0.622 3.864 -2.173
H 1.950 6.072 -1.715
H 0.625 7.662 -0.110
H -1.957 0.697 -1.938
H -2.366 0.275 -4.526
H -2.473 2.547 -5.807
H -4.083 1.621 -1.084
H -6.499 2.440 -0.387
H -6.474 5.051 0.175
```

Gap between HOMO and LUMO in eV: 7.754
Multiplicity: 1
Total charge: +2
Highest occupied orbital energy in eV: -12.7795
Relative energy (zero: lowest compared OMol25 entry of this formula, charge and spin) in kcal per mole: 0.0